(1)
{"formula": "C30H27Cl2N7S2Ti", "method": "ωB97M-V/def2-TZVPD", "elements": ["C", "N", "H", "C", "S", "C", "C", "N", "C", "C", "C", "N", "C", "C", "N", "H", "H", "C", "H", "C", "H", "C", "C", "H", "C", "H", "H", "C", "C", "H", "H", "C", "C", "N", "S", "H", "C", "H", "N", "C", "H", "H", "Cl", "Cl", "C", "H", "C", "C", "Ti", "C", "H", "H", "H", "C", "N", "C", "H", "H", "H", "H", "C", "H", "C", "C", "H", "C", "H", "H", "H"], "xyz": [[2.707, -4.510, -4.048], [0.194, 3.491, -2.413], [4.708, -0.807, 2.037], [-1.892, -3.876, 0.097], [0.967, 0.207, -2.334], [-0.086, 0.782, -4.782], [-4.011, -3.784, 1.241], [-0.496, -1.888, -0.112], [0.293, -2.510, -1.092], [-0.246, 3.180, -1.176], [-1.616, -2.524, 0.378], [2.348, -1.814, 0.055], [1.872, -3.798, -3.043], [-2.242, 3.662, 0.175], [-1.470, 3.730, -1.036], [3.400, -3.820, -4.524], [-0.898, 1.227, -6.703], [-1.116, 1.087, -5.656], [3.537, -3.192, -1.857], [-3.718, -2.476, 1.604], [-3.201, 4.153, 0.027], [-2.801, -0.042, 2.874], [-5.280, -4.438, 1.666], [-3.213, 1.466, -5.868], [-0.345, 0.555, -3.417], [-2.193, 1.633, 4.159], [2.495, 0.759, 1.929], [-2.529, -1.850, 1.229], [2.700, -0.160, 1.400], [-5.409, -5.392, 1.162], [1.104, 3.237, -2.777], [-1.669, 0.670, -2.991], [-2.006, 0.991, 3.324], [-2.193, -0.609, 1.813], [0.585, 2.350, 0.047], [-5.270, -4.618, 2.743], [2.461, -3.187, -1.941], [-3.740, -0.372, 3.263], [-1.038, 0.037, 1.551], [-0.759, 4.232, -3.057], [-0.040, 1.636, 2.505], [0.019, -4.088, -4.079], [1.542, 0.686, -5.331], [-2.018, 0.403, -1.304], [-0.282, -3.060, -2.245], [-4.441, -1.948, 2.203], [0.492, -3.685, -3.200], [-2.700, 1.003, -3.850], [0.081, -0.139, -0.154], [3.570, -2.010, 0.578], [4.183, -2.853, 0.326], [-1.351, -2.975, -2.385], [-3.213, -5.526, 0.279], [1.703, -2.530, -0.979], [1.814, -0.679, 0.548], [3.828, -0.969, 1.451], [-0.635, 4.591, -4.058], [-2.403, 2.617, 0.457], [-3.706, 1.091, -3.474], [-1.172, -4.451, -0.463], [-0.906, 0.996, 2.476], [3.300, -5.288, -3.571], [-2.416, 1.209, -5.188], [-3.049, -4.487, 0.517], [-2.726, 4.898, -2.316], [-1.796, 4.381, -2.196], [2.092, -4.961, -4.821], [-1.703, 4.157, 0.985], [-6.144, -3.812, 1.449]], "homo_ev": -13.01, "energy_ev": -111798.7742, "charge": 2}


(2)
{"formula": "C37H41N5O3PbSSb", "method": "ωB97M-V/def2-TZVPD", "elements": ["H", "H", "C", "N", "C", "C", "H", "C", "H", "H", "C", "N", "H", "C", "C", "H", "C", "H", "O", "Pb", "C", "H", "H", "H", "O", "H", "H", "H", "H", "H", "C", "N", "C", "C", "C", "C", "C", "H", "H", "O", "C", "C", "C", "Sb", "C", "C", "C", "C", "C", "H", "H", "H", "H", "C", "H", "C", "C", "C", "H", "H", "C", "H", "H", "C", "H", "H", "N", "C", "H", "C", "C", "H", "S", "H", "C", "C", "C", "H", "C", "H", "H", "C", "H", "H", "H", "H", "N", "H", "H"], "xyz": [[-4.973, 3.442, -1.070], [6.117, -2.400, 3.236], [-1.336, -2.296, -2.756], [-2.141, -3.121, -3.386], [-1.311, -3.303, 3.701], [2.412, -3.503, 0.657], [4.561, -4.022, 2.228], [-2.891, 2.173, -3.605], [-4.093, -0.575, 1.915], [0.510, 0.696, 2.443], [-1.191, -1.190, 5.490], [-3.349, -2.796, -2.915], [4.035, 5.316, -3.050], [-0.492, 2.579, 2.178], [-1.924, 4.069, -1.317], [-3.525, 3.026, -3.840], [5.311, -2.050, 2.606], [-5.010, 0.882, 2.350], [0.025, 1.441, -2.497], [-0.486, 0.054, -0.483], [3.507, 4.438, -3.397], [-3.248, -1.621, 5.910], [-1.777, 4.300, 2.108], [2.424, -0.806, 0.373], [1.532, 1.518, -0.883], [-1.138, -0.368, 6.191], [-1.197, 4.219, -2.114], [3.844, -2.225, -3.288], [-1.433, 4.220, -0.361], [-4.161, -3.298, -3.236], [3.388, -2.527, 1.230], [-1.995, -1.457, -1.901], [-2.432, -2.952, 4.436], [3.593, 4.055, -4.728], [-3.256, -1.799, -2.026], [2.766, -2.233, -3.183], [-1.625, 0.473, 2.467], [-3.353, -3.506, 4.313], [-1.906, 2.308, -4.046], [0.068, -2.180, 0.741], [2.109, -1.293, -2.399], [-0.070, -1.543, 4.754], [-4.738, 2.380, -1.038], [-2.636, 2.053, -1.477], [0.788, -3.207, -3.702], [-2.899, 2.491, 2.278], [-0.445, 1.200, 2.338], [-1.723, 3.220, 2.167], [-4.121, 0.295, 2.574], [2.642, -0.501, -1.886], [0.422, 3.150, 2.081], [2.262, -3.347, -0.412], [4.166, 4.651, -5.426], [2.048, 2.582, -2.957], [2.663, 3.980, -1.466], [4.124, -0.251, 1.548], [1.113, -2.965, 3.068], [2.946, 2.906, -5.163], [-5.003, 1.988, -0.058], [-3.849, 3.013, 2.289], [2.161, 2.178, -4.285], [-2.744, 4.776, -1.428], [0.855, -0.995, 4.892], [2.743, 3.698, -2.508], [2.724, -4.534, 0.830], [0.243, -3.979, -4.229], [2.107, -3.196, -3.817], [-2.375, -1.893, 5.332], [-3.341, 1.264, -4.004], [-0.118, -2.599, 3.851], [5.161, -0.693, 2.357], [4.006, 0.805, 1.339], [0.692, -3.402, 1.343], [3.045, 2.583, -6.191], [-2.865, 1.107, 2.421], [1.151, 1.813, -2.048], [0.116, -2.272, -2.915], [-4.209, -0.077, 3.596], [4.430, -2.962, 2.043], [-5.336, 1.869, -1.793], [-1.583, -0.597, 2.642], [3.240, -1.161, 0.990], [1.598, -3.857, 3.475], [-1.359, -4.132, 3.004], [-4.088, -1.357, -1.502], [5.844, 0.016, 2.804], [0.790, -1.336, -2.245], [1.822, -2.139, 3.056], [1.638, 1.290, -4.615]], "homo_ev": -10.54, "energy_ev": -75243.8227, "charge": 1}


(3)
{"formula": "C24H54FN3", "method": "ωB97M-V/def2-TZVPD", "elements": ["H", "H", "H", "N", "C", "H", "H", "H", "C", "H", "H", "H", "H", "C", "H", "N", "H", "H", "C", "H", "H", "H", "H", "H", "H", "H", "C", "C", "C", "H", "H", "H", "H", "H", "H", "H", "H", "H", "H", "C", "C", "C", "C", "H", "H", "H", "H", "C", "H", "H", "H", "H", "H", "C", "C", "H", "H", "C", "C", "C", "H", "H", "H", "N", "H", "H", "H", "F", "H", "H", "C", "C", "H", "C", "H", "H", "C", "C", "H", "C", "C", "H"], "xyz": [[-2.896, -4.888, -1.258], [0.281, -1.472, 3.586], [2.965, -5.521, -1.658], [-2.200, -1.980, 1.441], [2.583, -2.121, -1.109], [-1.653, 2.043, 0.658], [4.894, 0.021, 1.829], [-1.071, 7.667, -1.141], [2.783, 0.246, -0.424], [-1.658, 1.490, -2.044], [0.451, 2.909, -2.083], [-2.013, -3.723, -2.300], [-4.155, -1.248, 1.295], [4.865, -0.956, -0.893], [2.419, -4.319, -2.892], [3.492, -1.112, -0.344], [-0.777, 5.736, 0.537], [-1.364, -2.912, 4.509], [-1.397, -3.748, -0.209], [5.542, -1.637, -0.383], [-0.887, -0.234, 3.445], [1.710, -2.044, -0.470], [4.251, -3.323, -1.540], [-1.526, 3.697, 1.120], [-1.847, -3.827, 2.489], [-0.659, -0.668, 1.045], [-3.390, 2.940, 0.032], [3.263, 0.971, 0.826], [-1.898, 3.058, 0.324], [0.567, 5.249, -0.328], [-2.864, -0.221, 0.635], [3.438, -3.817, -0.098], [-1.359, -4.584, 0.489], [4.806, -1.002, -1.976], [-3.355, -3.160, 0.033], [-1.338, -5.328, -1.777], [-2.546, -1.611, 4.290], [-0.981, 4.803, -2.406], [-3.920, 2.253, 0.682], [3.811, -0.073, 1.772], [-1.779, -2.208, 3.796], [-1.919, -4.452, -1.498], [-0.422, 5.687, -0.495], [-3.486, -3.167, 2.720], [2.439, -1.614, -2.060], [-1.956, 2.923, -2.989], [5.276, 0.030, -0.665], [-2.010, 2.523, -1.980], [4.081, 1.654, 0.569], [0.973, 3.247, -0.472], [-2.340, 5.104, -1.221], [-2.390, -1.928, -0.709], [2.494, 1.659, 1.181], [3.388, -1.392, 1.140], [-1.304, 4.807, -1.368], [1.707, 0.060, -0.327], [0.071, 1.720, -0.846], [-2.437, -2.918, 2.597], [-0.162, 7.047, -1.129], [3.256, -3.486, -1.125], [3.448, 0.032, 2.795], [1.412, -4.632, -1.497], [-3.983, 1.592, -1.629], [-1.229, 3.335, -0.986], [-3.026, -0.212, 2.359], [-0.121, -2.335, 1.290], [-3.822, 3.940, 0.115], [-0.209, -0.531, -1.625], [2.871, 0.763, -1.377], [-0.418, -3.386, -0.523], [2.445, -4.584, -1.835], [0.166, 2.791, -1.035], [2.395, -1.702, 1.443], [-3.480, 2.540, -1.451], [0.391, 7.760, -0.513], [4.156, -2.119, 1.399], [-3.170, -0.839, 1.484], [-0.772, -1.556, 1.671], [-4.020, 3.258, -2.065], [-2.397, -2.640, 0.118], [-0.710, -1.275, 3.178], [0.225, 6.950, -2.139]], "homo_ev": -13.71, "energy_ev": -32936.1682, "charge": 2}


For reference, LUMO energy by record: -6.699, -2.817, -4.426 eV.
For reference, HOMO-LUMO gap by record: 6.3, 7.7, 9.3 eV.